[1]
{"formula": "C33H35N4O3PSSeTi", "method": "ωB97M-V/def2-TZVPD", "symbols": ["Ti", "O", "C", "C", "C", "C", "C", "C", "C", "O", "N", "N", "C", "C", "C", "C", "C", "C", "C", "O", "H", "H", "H", "H", "H", "H", "H", "H", "H", "H", "Se", "C", "C", "C", "N", "C", "C", "H", "H", "H", "H", "C", "P", "C", "C", "H", "H", "H", "H", "H", "H", "H", "H", "H", "S", "C", "N", "C", "C", "C", "C", "C", "C", "C", "C", "C", "C", "H", "H", "H", "H", "H", "H", "H", "H", "H", "H", "H", "H"], "coordinates": [[0.04224, 0.07242, 0.11390], [3.87817, -3.19180, -1.31159], [2.86582, -3.56766, -2.11522], [3.08811, -4.66286, -2.97426], [2.07211, -5.10076, -3.81460], [0.81821, -4.46576, -3.80679], [0.56142, -3.41200, -2.95854], [1.58783, -2.96425, -2.10456], [1.33042, -1.98665, -1.08608], [0.07857, -1.65136, -0.97066], [2.31497, -1.41172, -0.42376], [1.85644, -0.53058, 0.53470], [2.62045, -0.20777, 1.59154], [2.07028, 0.20615, 2.81951], [2.91196, 0.24138, 3.95899], [2.36924, 0.36056, 5.22095], [0.97169, 0.44247, 5.38783], [0.11759, 0.46811, 4.29640], [0.68495, 0.49115, 3.05143], [-0.20394, 0.89055, 2.03052], [3.51850, -2.43374, -0.72242], [4.06717, -5.13432, -2.92502], [2.24736, -5.94411, -4.47986], [0.03348, -4.80902, -4.46252], [-0.38623, -2.87855, -2.96353], [3.69698, -0.41396, 1.56763], [3.98682, 0.19096, 3.79738], [2.98835, 0.37999, 6.11550], [0.57469, 0.47638, 6.39246], [-0.95644, 0.56241, 4.40232], [3.11279, 0.36731, -3.58984], [1.67975, -0.04898, -4.74164], [1.57488, -1.33924, -5.31887], [0.51928, -1.59518, -6.17706], [-0.39008, -0.66442, -6.49973], [-0.30154, 0.55338, -5.96702], [0.71080, 0.91713, -5.08892], [2.29013, -2.11087, -5.04228], [0.39023, -2.56833, -6.64550], [-1.09289, 1.23330, -6.24905], [0.74559, 1.88827, -4.60197], [-2.76252, -1.59051, 2.49320], [-1.63677, -1.71437, 1.11332], [-0.76438, -3.29904, 1.53065], [-2.75724, -2.22211, -0.25489], [-3.28101, -2.55058, 2.58637], [-3.49922, -0.79806, 2.33832], [-2.24313, -1.40397, 3.43714], [-1.48638, -4.11116, 1.69118], [-0.14238, -3.20774, 2.42819], [-0.12040, -3.60282, 0.70442], [-3.41671, -3.01556, 0.11740], [-2.19482, -2.60192, -1.10626], [-3.37568, -1.38024, -0.57927], [-2.22497, 0.10386, -3.25528], [-0.96928, 0.52219, -2.37227], [-0.04059, 0.86904, -1.68254], [-2.20909, 2.05403, 0.44325], [-0.90265, 2.87139, 0.72398], [-0.45200, 3.72583, -0.48600], [0.20388, 1.98659, 1.15124], [-1.26941, 3.82628, 1.90534], [-1.58430, 5.18364, 1.67691], [-1.94442, 6.01600, 2.73984], [-2.05816, 5.51154, 4.03453], [-1.82510, 4.15383, 4.27588], [-1.43526, 3.32215, 3.22392], [-2.13165, 1.25066, -0.31356], [-2.95632, 2.77703, 0.08698], [-2.59964, 1.60407, 1.35918], [-0.04656, 3.09451, -1.28461], [0.30207, 4.46844, -0.18909], [-1.31206, 4.26795, -0.88587], [1.21090, 2.37571, 1.35055], [-1.48422, 5.59366, 0.67604], [-2.13362, 7.07377, 2.54798], [-2.29806, 6.17130, 4.84902], [-1.94896, 3.75240, 5.27418], [-1.25602, 2.27424, 3.41083]], "homo_energy_ev": [-0.418, -0.416], "charge": -2, "energy_ev": -155478.3931}

[2]
{"formula": "C33H35N6SZr", "method": "ωB97M-V/def2-TZVPD", "symbols": ["Zr", "S", "C", "N", "N", "C", "C", "C", "C", "C", "C", "N", "N", "C", "C", "C", "C", "C", "C", "H", "H", "H", "H", "H", "H", "H", "H", "H", "H", "H", "C", "C", "C", "C", "C", "C", "C", "C", "N", "C", "C", "C", "C", "N", "C", "C", "C", "C", "C", "C", "C", "C", "H", "H", "H", "H", "H", "H", "H", "H", "H", "H", "H", "H", "H", "H", "H", "H", "H", "H", "H", "H", "H", "H", "H", "H"], "coordinates": [[0.26195, 0.26261, -0.13091], [-0.33222, -1.32722, -1.93771], [1.25590, -2.14103, -1.83954], [1.36561, -3.14088, -2.81748], [2.33524, -3.87356, -3.04738], [3.58529, -4.19060, -2.45564], [3.87088, -4.09614, -1.09099], [5.09362, -4.54884, -0.65207], [6.02524, -5.06451, -1.55770], [5.72464, -5.16875, -2.91076], [4.48990, -4.75622, -3.36135], [2.25391, -1.75500, -1.13651], [2.05369, -0.67714, -0.33328], [3.19035, 0.13735, -0.03982], [3.00943, 1.12734, 0.92920], [4.00447, 2.08193, 1.12231], [5.18126, 2.00891, 0.40138], [5.36537, 0.98362, -0.52577], [4.36606, 0.05440, -0.76480], [2.16241, -4.40671, -3.90301], [3.14431, -3.72115, -0.39015], [5.32891, -4.51389, 0.40304], [6.98738, -5.40640, -1.19751], [6.44021, -5.59041, -3.60408], [4.22602, -4.86100, -4.41127], [2.14945, 1.10869, 1.59757], [3.88196, 2.84957, 1.87655], [5.96617, 2.73420, 0.57600], [6.29598, 0.91868, -1.07576], [4.48652, -0.71819, -1.51135], [-1.07111, -2.11668, 1.28775], [-0.66440, -1.72558, 2.68557], [-0.62639, -2.66288, 3.69869], [-0.16938, -2.30730, 4.96244], [0.26283, -1.01684, 5.20987], [0.21474, -0.03430, 4.22459], [0.72074, 1.35550, 4.54372], [-0.27885, -0.41764, 2.97989], [-0.42004, 0.55126, 1.91119], [-1.10859, 1.63361, 2.06624], [-1.93377, 1.95619, 3.25322], [-1.14960, 2.61396, 0.90074], [-1.49895, 4.02420, 1.18434], [-0.84196, 2.14294, -0.26671], [-1.01338, 2.90030, -1.48100], [0.06012, 2.87713, -2.37699], [1.27992, 2.03113, -2.10751], [-0.01798, 3.64298, -3.51973], [-1.16634, 4.38461, -3.78654], [-2.24761, 4.32132, -2.92743], [-2.20418, 3.56782, -1.75512], [-3.45769, 3.45076, -0.91827], [-1.65404, -3.03594, 1.28314], [-0.18696, -2.32725, 0.68284], [-1.70892, -1.37330, 0.79670], [-0.95136, -3.67876, 3.50238], [-0.14820, -3.04522, 5.75479], [0.64027, -0.75016, 6.19240], [1.71319, 1.28895, 4.98948], [0.08210, 1.85599, 5.27597], [0.80006, 2.00450, 3.66998], [-2.03683, 1.10120, 3.91532], [-2.92181, 2.28803, 2.91676], [-1.49870, 2.78797, 3.81741], [-0.94987, 4.35070, 2.07287], [-2.56401, 4.13900, 1.41026], [-1.25911, 4.66606, 0.33952], [1.78927, 2.29872, -1.17914], [2.00895, 2.15012, -2.90294], [1.03363, 0.95312, -2.16841], [0.81235, 3.65784, -4.21682], [-1.22078, 4.99112, -4.68278], [-3.16100, 4.85587, -3.16630], [-4.28098, 3.13401, -1.55696], [-3.74584, 4.41374, -0.48952], [-3.38451, 2.72415, -0.10892]], "homo_energy_ev": -16.335, "charge": 3, "energy_ev": -55819.2155}

[3]
{"formula": "C33H36Cl2FeI2N3O2", "method": "ωB97M-V/def2-TZVPD", "symbols": ["Fe", "I", "C", "I", "H", "H", "C", "C", "C", "C", "C", "C", "C", "N", "C", "C", "C", "C", "C", "C", "C", "N", "C", "C", "C", "C", "H", "H", "H", "H", "H", "H", "H", "H", "H", "H", "H", "H", "H", "H", "H", "H", "H", "H", "H", "H", "H", "H", "H", "H", "Cl", "C", "C", "C", "C", "C", "Cl", "C", "N", "C", "C", "C", "C", "C", "C", "C", "C", "O", "O", "H", "H", "H", "H", "H", "H", "H", "H", "H", "H"], "coordinates": [[-2.12765, -1.29201, 0.78185], [-3.89814, -0.23840, 2.56290], [-3.95635, -2.19239, 3.37273], [-3.41686, -3.56784, 1.85001], [-4.95771, -2.41830, 3.71594], [-3.22147, -2.27262, 4.16319], [1.77714, -3.43500, -4.35196], [2.12761, -3.94162, -2.94555], [3.54239, -3.48465, -2.59446], [2.08429, -5.47708, -2.92384], [1.09275, -3.40982, -1.96096], [-0.26514, -3.68162, -2.14843], [-1.19112, -3.19260, -1.25761], [-0.84801, -2.44951, -0.19802], [0.44350, -2.18206, 0.00326], [1.43051, -2.65491, -0.84640], [0.70358, -1.36055, 1.20593], [1.91050, -0.74745, 1.45885], [2.06018, 0.08628, 2.56634], [0.95387, 0.21936, 3.39438], [-0.22403, -0.43399, 3.07607], [-0.36205, -1.20930, 2.00457], [3.38613, 0.79548, 2.81401], [3.29336, 1.77841, 3.98035], [3.78440, 1.57172, 1.54934], [4.45356, -0.26034, 3.13344], [2.52931, -3.78066, -5.06230], [1.75599, -2.34395, -4.38319], [0.80795, -3.80368, -4.68949], [4.23885, -3.87670, -3.33566], [3.86164, -3.85606, -1.61817], [3.63119, -2.39587, -2.60250], [2.83349, -5.87542, -3.60945], [1.11021, -5.85862, -3.23377], [2.29734, -5.86219, -1.92476], [-0.60763, -4.26927, -2.98857], [-2.24833, -3.38526, -1.38982], [2.46506, -2.44133, -0.62877], [2.73373, -0.88198, 0.77162], [0.97905, 0.84423, 4.27420], [-1.09459, -0.32541, 3.70977], [2.54289, 2.55014, 3.79539], [4.25568, 2.27414, 4.11030], [3.05528, 1.27740, 4.92069], [2.98480, 2.24575, 1.23403], [4.01663, 0.90740, 0.71549], [4.67536, 2.16836, 1.75141], [4.19527, -0.81874, 4.03520], [5.41641, 0.22593, 3.29894], [4.57243, -0.97246, 2.31477], [0.59335, 5.12195, -0.89022], [-0.30903, 4.31818, 0.36253], [0.31981, 4.07558, 1.56675], [-0.36363, 3.42545, 2.58137], [-1.67555, 3.04548, 2.37025], [-2.29913, 3.31290, 1.16486], [-3.98254, 2.87406, 1.02294], [-1.64210, 3.94840, 0.10351], [-2.21938, 4.27241, -1.10874], [-3.20966, 3.54334, -1.83814], [-4.36844, 4.21602, -2.20289], [-5.34037, 3.58491, -2.95851], [-5.15095, 2.26857, -3.35869], [-3.98855, 1.60402, -3.00748], [-3.00073, 2.22972, -2.25157], [-1.74220, 1.48763, -1.88467], [-1.92339, 0.43874, -0.82891], [-1.23961, 0.46611, 0.23003], [-2.72892, -0.51851, -0.99654], [1.34163, 4.40571, 1.70124], [0.11436, 3.23846, 3.53294], [-2.24409, 2.56378, 3.15534], [-1.71011, 4.95533, -1.64630], [-4.50168, 5.23663, -1.86755], [-6.24408, 4.11525, -3.22754], [-5.90400, 1.76445, -3.94956], [-3.82984, 0.58175, -3.32920], [-0.96544, 2.16914, -1.54852], [-1.36899, 0.95957, -2.76804]], "homo_energy_ev": [-10.166, -10.165], "charge": 1, "energy_ev": -119001.2413}